Formula: CH2BF3O2
Source: OMol25
Level of theory: ωB97M-V/def2-TZVPD

Summary:
LUMO energy: -0.001 Ha
HOMO-LUMO gap: 9.7 eV
E_HOMO: -9.685 eV
Electronic energy: -514.29042 Ha
Energy relative to the best compared isomer or geometry (same formula, charge and spin): 135.7 kJ/mol

Atoms and positions in Å:
B 0.676 0.050 -0.009
C -1.393 0.021 0.028
O 1.139 0.348 -1.195
O 1.127 -0.185 1.211
F -1.870 0.297 -1.200
F -1.863 -1.147 0.381
F -1.797 0.922 0.858
H 1.977 0.174 -1.699
H 2.004 -0.480 1.625

In the Mulliken picture, each atom carries the following charge in e:
1. B 0.5304
2. C 0.4624
3. O -0.4281
4. O -0.5025
5. F -0.2458
6. F -0.2508
7. F -0.2402
8. H 0.3375
9. H 0.3371

=====

Formula: CH2BNO
Source: OMol25
Level of theory: ωB97M-V/def2-TZVPD

Summary:
LUMO energy (alpha / beta): -0.108 / -0.102 Ha
HOMO-LUMO gap (alpha / beta): 7.6 / 8.0 eV
E_HOMO (alpha / beta): -10.546 / -10.736 eV
Electronic energy: -193.84412 Ha
Energy relative to the best compared isomer or geometry (same formula, charge and spin): 904.2 kJ/mol

Atoms and positions in Å:
B 0.243 -0.679 0.155
C 1.233 0.696 0.050
N 0.847 -1.911 0.141
O -0.937 0.052 0.274
H 2.006 0.217 0.476
H -0.758 -0.235 1.142

In the Mulliken picture, each atom carries the following charge in e:
1. B 0.0413
2. C -0.1245
3. N -0.0217
4. O -0.4035
5. H 0.1994
6. H 0.3091

=====

Formula: CH2Br3CaORb
Source: OMol25
Level of theory: ωB97M-V/def2-TZVPD

Summary:
LUMO energy: -0.338 Ha
HOMO-LUMO gap: 6.7 eV
E_HOMO: -15.906 eV
Electronic energy: -8537.72080 Ha
Energy relative to the best compared isomer or geometry (same formula, charge and spin): 0.0 kJ/mol
Net charge: +2

Atoms and positions in Å:
Rb -5.684 -6.044 6.808
Ca -9.052 -7.987 7.419
O -7.016 -8.108 8.246
H -6.503 -7.742 8.993
C -7.716 -9.704 11.350
Br -8.390 -7.789 11.367
Br -5.974 -9.808 10.464
Br -9.009 -10.955 10.563
H -7.509 -9.961 12.388

In the Mulliken picture, each atom carries the following charge in e:
1. Rb 0.9800
2. Ca 1.5980
3. O -0.8165
4. H 0.1923
5. C -0.2849
6. Br -0.0790
7. Br 0.0137
8. Br 0.0073
9. H 0.3892

=====

Formula: CH2BrCl2P
Source: OMol25
Level of theory: ωB97M-V/def2-TZVPD

Summary:
LUMO energy: -0.024 Ha
HOMO-LUMO gap: 7.9 eV
E_HOMO: -8.596 eV
Electronic energy: -3875.04296 Ha
Energy relative to the best compared isomer or geometry (same formula, charge and spin): 131.2 kJ/mol

Atoms and positions in Å:
C -1.273 0.038 0.134
P 0.471 -0.148 -0.170
Cl 0.973 -1.077 1.549
Cl 1.013 -1.264 -1.712
Br 2.128 1.452 -0.166
H -1.394 0.808 1.029
H -1.918 0.192 -0.662

In the Mulliken picture, each atom carries the following charge in e:
1. C -0.6830
2. P 0.6605
3. Cl -0.1555
4. Cl -0.1408
5. Br -0.2013
6. H 0.2133
7. H 0.3067

=====

Formula: CH2BrClN2O
Source: OMol25
Level of theory: ωB97M-V/def2-TZVPD

Summary:
LUMO energy: 0.002 Ha
HOMO-LUMO gap: 9.1 eV
E_HOMO: -9.068 eV
Electronic energy: -3258.10239 Ha
Energy relative to the best compared isomer or geometry (same formula, charge and spin): 195.4 kJ/mol

Atoms and positions in Å:
C 1.701 0.908 -0.052
N 0.617 0.503 -0.301
N -1.343 -0.635 0.836
O 2.735 1.307 0.183
Cl -0.746 -1.869 -0.111
Br -2.821 0.159 -0.100
H 0.257 -0.820 -0.666
H -0.400 0.446 0.211

In the Mulliken picture, each atom carries the following charge in e:
1. C 0.4505
2. N -0.4940
3. N -0.5466
4. O -0.3448
5. Cl 0.0313
6. Br -0.0343
7. H 0.4324
8. H 0.5055

=====

Formula: CH2BrClN2O
Source: OMol25
Level of theory: ωB97M-V/def2-TZVPD

Summary:
LUMO energy: -0.012 Ha
HOMO-LUMO gap: 8.8 eV
E_HOMO: -9.149 eV
Electronic energy: -3258.08718 Ha
Energy relative to the best compared isomer or geometry (same formula, charge and spin): 235.3 kJ/mol

Atoms and positions in Å:
C 1.979 -0.986 -0.660
N 0.981 -1.572 -0.426
N -1.191 0.017 -0.700
O 3.061 -0.597 -0.722
Cl -0.802 1.595 -0.555
Br -2.842 -0.532 -0.094
H -0.804 1.981 0.760
H 0.046 -1.325 -0.306

In the Mulliken picture, each atom carries the following charge in e:
1. C 0.3960
2. N -0.3586
3. N -0.3975
4. O -0.4211
5. Cl 0.1185
6. Br -0.0595
7. H 0.2769
8. H 0.4452

=====

Formula: CH2BrClO
Source: OMol25
Level of theory: ωB97M-V/def2-TZVPD

Summary:
LUMO energy: -0.039 Ha
HOMO-LUMO gap: 8.1 eV
E_HOMO: -9.145 eV
Electronic energy: -3148.62856 Ha
Energy relative to the best compared isomer or geometry (same formula, charge and spin): 265.0 kJ/mol

Atoms and positions in Å:
C 0.261 1.202 -1.155
O -1.091 -1.158 0.710
Cl 0.809 2.045 0.121
Br 1.541 0.228 -2.096
H -0.354 -0.556 0.934
H -1.166 -1.761 1.486

In the Mulliken picture, each atom carries the following charge in e:
1. C -0.0251
2. O -0.6009
3. Cl 0.0158
4. Br 0.0016
5. H 0.2939
6. H 0.3148

=====

Formula: CH2BrClO
Source: OMol25
Level of theory: ωB97M-V/def2-TZVPD

Summary:
LUMO energy: -0.057 Ha
HOMO-LUMO gap: 7.6 eV
E_HOMO: -9.201 eV
Electronic energy: -3148.66278 Ha
Energy relative to the best compared isomer or geometry (same formula, charge and spin): 175.2 kJ/mol

Atoms and positions in Å:
C -0.508 -0.041 -0.062
O 0.747 0.330 -0.300
Cl -0.261 -2.117 1.503
Br -1.423 -1.118 -1.248
H -0.992 0.305 0.844
H 1.503 -0.168 -0.670

In the Mulliken picture, each atom carries the following charge in e:
1. C -0.0734
2. O -0.3821
3. Cl -0.4952
4. Br 0.0732
5. H 0.4601
6. H 0.4174

=====

Formula: CH2BrF2NO2S
Source: OMol25
Level of theory: ωB97M-V/def2-TZVPD

Summary:
LUMO energy: 0.015 Ha
HOMO-LUMO gap: 11.6 eV
E_HOMO: -11.157 eV
Electronic energy: -3416.38263 Ha
Energy relative to the best compared isomer or geometry (same formula, charge and spin): 197.1 kJ/mol

Atoms and positions in Å:
C 2.597 0.350 0.521
N -0.008 -0.348 -0.101
O 1.980 -1.488 -1.130
O 1.328 -1.800 1.320
F 2.530 0.823 1.680
F 1.862 1.676 -0.279
S 1.437 -1.066 0.106
Br 4.208 0.071 -0.280
H -0.615 -0.655 0.545
H -0.371 0.167 -0.773

In the Mulliken picture, each atom carries the following charge in e:
1. C 0.4738
2. N -0.3434
3. O -0.5846
4. O -0.5815
5. F -0.1334
6. F -0.4211
7. S 1.1573
8. Br 0.0273
9. H 0.2440
10. H 0.1615

=====

Formula: CH2BrFO2S
Source: OMol25
Level of theory: ωB97M-V/def2-TZVPD

Summary:
LUMO energy: -0.030 Ha
HOMO-LUMO gap: 10.3 eV
E_HOMO: -11.070 eV
Electronic energy: -3261.78217 Ha
Energy relative to the best compared isomer or geometry (same formula, charge and spin): 71.5 kJ/mol

Atoms and positions in Å:
O 1.522 0.264 -1.242
S 0.338 -0.407 -0.783
O -0.730 -0.545 -1.742
Br 0.905 -2.433 -0.092
C -0.435 0.598 0.863
F 0.222 1.722 0.609
H -1.448 0.730 0.471
H -0.373 0.071 1.915

In the Mulliken picture, each atom carries the following charge in e:
1. O -0.4821
2. S 0.9034
3. O -0.5123
4. Br -0.1193
5. C -0.1580
6. F -0.2024
7. H 0.2602
8. H 0.3105

=====

Formula: CH2BrFO2S
Source: OMol25
Level of theory: ωB97M-V/def2-TZVPD

Summary:
2S+1: 3
LUMO energy (alpha / beta): -0.007 / -0.148 Ha
HOMO-LUMO gap (alpha / beta): 8.4 / 7.1 eV
E_HOMO (alpha / beta): -8.609 / -11.143 eV
Electronic energy: -3261.68125 Ha

Atoms and positions in Å:
C 0.288 1.102 -0.799
O -1.217 -0.479 1.759
O 0.999 -1.327 1.437
F 0.936 1.857 0.020
S -0.201 -0.833 0.835
Br -1.296 -2.431 -0.470
H 1.064 0.512 -1.520
H -0.573 1.598 -1.262

In the Mulliken picture, each atom carries the following charge in e:
1. C -0.3178
2. O -0.3803
3. O -0.3971
4. F -0.1822
5. S 0.7972
6. Br -0.0854
7. H 0.2597
8. H 0.3060

=====

Formula: CH2BrN2OP
Source: OMol25
Level of theory: ωB97M-V/def2-TZVPD

Summary:
LUMO energy: -0.007 Ha
HOMO-LUMO gap: 9.9 eV
E_HOMO: -10.112 eV
Electronic energy: -3139.38697 Ha
Energy relative to the best compared isomer or geometry (same formula, charge and spin): 94.9 kJ/mol

Atoms and positions in Å:
C 0.568 0.463 0.830
N 0.136 -0.302 -0.090
N 1.113 -1.097 -0.611
O 1.890 0.405 1.008
P 2.516 -0.808 0.067
Br -3.564 0.537 -0.979
H 0.253 1.097 1.588
H -2.912 -0.295 -1.812

In the Mulliken picture, each atom carries the following charge in e:
1. C 0.1187
2. N -0.2074
3. N -0.3087
4. O -0.2942
5. P 0.2841
6. Br -0.2066
7. H 0.4187
8. H 0.1954